Entry a
# C12H17N

2 unconnected molecules or ions with the total composition C12H17N (ωB97M-V/def2-TZVPD, the Open Molecules 2025 dataset).

As for the total charge: 0. The HOMO energy comes out at -7.67 eV.

Last column: natural (NBO) charge in e.
CARTESIAN COORDINATES (ANGSTROEM)
C  -1.367  0.826  1.715  0.135
C  -2.023  0.419  2.785  -0.500
C  -2.517  -2.223  -2.188  -0.377
C  4.328  -0.162  0.782  -0.235
C  -1.708  -1.197  -2.142  -0.218
C  -1.641  -0.427  -0.968  -0.239
C  -1.083  0.821  -0.751  0.054
C  -0.849  1.387  0.643  -0.139
C  2.034  -0.789  -0.093  0.188
C  -0.084  1.336  -1.728  -0.666
C  0.188  2.453  0.964  -0.623
C  1.065  -1.791  0.491  -0.701
N  3.073  -0.453  0.553  -0.323
H  -2.854  0.796  3.252  0.216
H  -1.628  -0.417  3.350  0.208
H  -2.439  -3.065  -2.858  0.198
H  -3.093  -2.487  -1.331  0.178
H  5.023  -0.643  0.205  0.187
H  4.477  0.679  1.340  0.187
H  -1.115  -0.970  -3.126  0.207
H  -2.295  -0.848  -0.253  0.202
H  0.813  0.893  -1.292  0.251
H  0.002  2.369  -1.678  0.209
H  -0.193  0.994  -2.708  0.217
H  0.204  2.697  2.115  0.233
H  -0.036  3.407  0.541  0.215
H  1.152  2.173  0.528  0.224
H  1.606  -2.519  1.040  0.211
H  0.392  -2.257  -0.310  0.240
H  0.569  -1.003  1.120  0.261

---

Entry b
# C12H17N

2 unconnected molecules or ions with the total composition C12H17N (ωB97M-V/def2-TZVPD, the Open Molecules 2025 dataset).

As for the SMILES: Cc1c[nH]c2ccccc12.CCC. As for the total charge: 0. The HOMO energy comes out at -7.68 eV.

Last column: natural (NBO) charge in e.
CARTESIAN COORDINATES (ANGSTROEM)
C  -1.310  -2.387  0.288  -0.617
C  -1.784  -1.049  0.702  -0.099
C  -3.002  -0.574  1.076  -0.013
N  -2.982  0.767  1.403  -0.544
C  -1.644  1.178  1.183  0.122
C  -1.178  2.409  1.416  -0.218
C  0.174  2.553  1.170  -0.228
C  1.009  1.503  0.763  -0.231
C  0.473  0.252  0.414  -0.199
C  -0.910  0.081  0.698  -0.082
H  -1.335  -2.527  -0.757  0.211
H  -1.888  -3.162  0.623  0.215
H  -0.349  -2.541  0.517  0.210
H  -3.943  -1.187  1.117  0.207
H  -3.766  1.298  1.734  0.416
H  -1.765  3.398  1.715  0.222
H  0.676  3.440  1.278  0.203
H  2.066  1.536  0.866  0.210
H  1.074  -0.633  0.225  0.212
C  4.116  -1.830  -2.413  -0.627
C  2.879  -1.074  -1.829  -0.393
C  2.145  -0.415  -2.941  -0.620
H  4.878  -1.238  -2.846  0.204
H  3.653  -2.210  -3.323  0.198
H  4.752  -2.611  -1.940  0.216
H  2.192  -1.790  -1.317  0.197
H  3.229  -0.343  -1.098  0.199
H  2.587  0.402  -3.449  0.208
H  1.810  -1.102  -3.633  0.199
H  1.193  0.007  -2.712  0.219

---

Consider the structures shown above. The most stable of them is entry b.